No. 1
# C44H48Cl4N8

A cluster of 10 separate species, C44H48Cl4N8 in total in a non-equilibrium geometry (the ωB97M-V functional and the def2-TZVPD basis, OMol25).

```
104
Properties=species:S:1:pos:R:3:forces:R:3
H 5.845401 -4.355742 -2.524562 0.2 0.3 0.0
H 1.607732 -3.837626 -2.534925 0.0 0.2 0.0
C 1.476703 -0.219721 -4.921372 -1.1 -0.3 0.4
H -3.736260 -1.353751 1.700855 0.5 -0.1 0.1
N -5.783943 -3.677510 -1.067784 0.1 -0.4 -0.3
H 1.156443 0.811505 -4.845499 0.1 0.1 -0.1
Cl 0.385537 1.546839 0.650658 0.0 0.0 0.1
C -0.917069 -0.600259 4.667332 -0.6 -0.5 -0.1
H -0.774017 -1.788607 2.872248 0.4 -0.1 0.0
H -1.012577 7.125832 4.599281 -0.1 -0.1 0.5
C 5.450978 0.064758 1.442058 0.5 -0.5 0.9
H -3.978727 -5.775058 -5.358143 -0.3 0.1 0.1
H 1.627600 4.825037 -1.587201 -0.2 0.2 -0.1
H 5.960871 -2.671439 -0.667424 0.0 0.1 0.0
C -6.560268 -1.760072 0.136211 0.1 -0.2 -0.3
H 2.503226 3.226986 0.088486 -0.1 0.0 -0.2
H -4.808503 -0.856851 3.918971 0.1 -0.3 -0.3
C 3.182824 4.742126 1.404304 -0.7 1.2 0.4
H 1.247258 0.035666 -1.823851 -0.2 0.5 0.1
C -1.304521 3.883947 4.841837 0.1 0.1 0.2
H 6.299576 2.337717 3.790336 0.2 -0.3 0.3
C 0.512676 -0.451893 -1.191746 -0.3 -0.9 0.3
C -0.656182 3.469884 3.693330 0.1 -0.2 -0.3
H -2.022873 -1.399698 -4.305116 -0.1 0.1 -0.1
H 0.655579 -1.518812 -1.375487 -0.3 0.4 0.0
N 1.990873 6.512564 -0.421799 -0.1 -0.4 -0.2
H -2.256962 -5.598146 -3.577085 0.4 -0.1 -0.3
H -4.894155 -3.667301 -6.252362 0.1 0.4 -0.2
H 3.014264 -0.033359 -3.461953 0.3 -0.1 -0.1
C -0.155655 4.422676 2.820148 -0.4 0.6 0.0
C 0.732313 -1.123430 -5.668514 0.6 -0.4 -0.8
C -6.590275 -3.120264 -0.180725 -0.4 0.7 0.1
H -1.224061 -3.341630 -3.115324 0.0 -0.2 0.0
H -1.644204 0.021826 4.148419 0.0 0.1 0.2
C -5.624618 -0.970637 -0.508520 0.5 -0.1 0.8
C -4.322799 -0.097601 3.315346 0.2 0.2 -0.1
C 2.588052 -3.575365 -2.160238 0.2 -1.1 0.7
C -2.518783 -4.729057 -4.168903 -0.7 -0.2 0.2
H -4.242074 -3.447250 -2.383003 0.3 0.2 0.0
H -7.367498 -3.741455 0.251324 0.2 -0.2 0.1
H 3.643337 -4.939407 -3.469874 -0.1 0.1 -0.1
Cl -1.159850 -0.177723 -1.741901 0.1 0.3 -0.3
H 1.637021 -0.428024 0.660635 -0.1 0.0 -0.1
C -1.980839 -3.483054 -3.878812 0.3 -0.2 0.6
H -7.237940 -1.326035 0.858243 -0.1 -0.1 -0.1
C 2.510658 -0.704374 -4.147696 0.6 0.1 0.0
H -0.575779 2.418802 3.458899 0.0 0.0 0.0
H -1.249258 -0.800270 5.683776 0.1 0.3 0.1
C 2.026771 5.191506 -0.650606 0.0 0.6 0.2
C -3.128557 1.949356 2.031281 -0.6 0.6 -0.8
C -3.890823 2.133682 3.174699 0.7 -0.4 0.3
N 4.436617 1.487625 3.630310 -0.1 0.4 -0.6
H 7.352869 0.856660 2.147989 -0.1 0.0 -0.3
H -0.093552 -0.752119 0.854125 -0.1 0.1 0.0
H 0.619611 -3.141993 -6.368416 0.1 -0.3 0.1
C -4.840506 -2.927332 -1.648941 -0.8 0.0 0.9
C -3.573179 -4.816861 -5.074213 0.9 0.9 0.5
C 3.722262 -4.207150 -2.678895 0.2 -0.1 0.8
C 3.153948 6.113027 1.636859 -0.1 0.3 0.0
C -0.890402 6.068358 4.386999 -0.2 0.3 -1.2
H -3.927045 3.108608 3.646434 -0.3 0.0 -0.1
H 0.268455 4.168510 1.858848 0.1 -0.2 0.1
H 0.104469 -2.431926 4.339000 0.0 -0.1 -0.4
H 5.902064 -0.447476 0.603469 -0.3 -0.2 -0.1
H 2.341662 7.999191 0.905228 0.4 0.1 0.2
H 3.490171 -0.679355 1.192026 -0.1 0.1 0.2
C 5.729644 1.564250 3.291843 -0.8 -0.4 0.0
C -2.459444 -2.367473 -4.514385 -0.2 -0.1 -1.1
C 2.518034 6.945988 0.723312 -0.4 -0.3 -0.4
H -2.558159 0.567256 0.489274 -0.2 0.0 -0.1
Cl 0.650752 0.238276 4.684367 -0.1 -0.1 0.1
N -4.471959 1.123224 3.820778 0.0 0.3 0.0
H -0.096881 -0.831758 -6.300119 -0.1 0.2 0.2
C -0.779395 -1.933377 3.949457 0.2 0.3 0.1
H 3.770501 -2.455402 -3.803038 -0.1 0.8 -0.3
C -3.098080 0.710536 1.415336 0.6 -0.7 1.0
C 6.279808 0.784161 2.285090 0.5 0.9 -0.1
N -1.437256 5.160981 5.185122 0.2 0.3 0.3
N 3.931019 -2.414029 -0.549310 -0.6 0.5 0.0
C 2.528453 4.294272 0.262571 1.1 -1.0 0.4
H -2.713317 2.814162 1.528333 0.2 0.0 0.1
H 2.599089 0.722154 3.117240 0.0 -0.2 0.1
H -1.728006 3.168044 5.539281 0.0 -0.1 -0.1
C 2.742135 -2.731631 -1.078027 0.2 -0.2 -0.2
C -4.688671 -1.585515 -1.324096 0.2 -0.1 -1.0
N -3.431534 -2.431679 -5.443419 -0.2 0.5 0.9
C 3.652494 0.709555 2.875207 0.4 -0.2 0.1
C 4.961730 -3.848927 -2.163479 -0.6 -0.4 0.1
H 3.558518 6.564314 2.533828 0.1 -0.2 0.0
C -0.295394 5.766773 3.159596 0.1 -0.7 0.4
Cl -2.162705 -3.002438 4.263355 -0.3 0.0 0.2
C -4.018640 -3.602344 -5.613008 -0.1 -1.2 -0.7
C 2.906583 -2.031066 -4.297751 -0.4 0.7 -0.7
C -3.614712 -0.369841 2.136428 -1.3 0.3 -0.2
C 1.172141 -2.451439 -5.745665 -0.1 1.1 0.6
H 0.046662 6.533542 2.480148 0.0 0.1 0.1
H -3.870317 -1.055539 -1.798495 -0.2 0.2 0.1
H -5.552607 0.077420 -0.247220 0.0 0.1 -0.2
N 2.236703 -2.878611 -5.072233 0.1 -0.6 -0.4
H 1.861132 -2.273616 -0.642925 0.6 -0.4 0.3
C 5.002443 -2.932476 -1.106977 0.6 -0.6 -0.3
C 0.642177 -0.176561 0.296822 0.1 0.1 -0.4
H 3.563671 4.128733 2.210169 0.1 -0.5 -0.4
C 4.119324 -0.046979 1.803513 0.0 0.4 -0.5
```
Positions in Å, forces in eV/Å.

Results
Energy above the lowest of the compared OMol25 structures with the same formula, charge and spin = 0.00 kJ/mol
Structure (SMILES) = c1ccncc1.c1ccncc1.c1ccncc1.c1ccncc1.c1ccncc1.c1ccncc1.c1ccncc1.c1ccncc1.ClCCCl.ClCCCl
Calculated total energy = -108415.035 eV
Highest occupied orbital energy = -9.357 eV
Largest force on an atom = 1.51 eV/Å

Löwdin population analysis, charges in e, atoms 1 to 99: 0.11, 0.11, -0.08, 0.10, 0.05, 0.11, 0.65, -0.64, 0.04, 0.10, -0.07, 0.10, 0.10, 0.10, -0.07, 0.06, 0.10, -0.07, 0.06, -0.16, 0.10, -0.64, -0.11, 0.07, 0.03, 0.06, 0.11, 0.10, 0.11, -0.08, -0.07, -0.16, 0.09, 0.05, -0.09, -0.17, -0.10, -0.08, 0.08, 0.10, 0.12, 0.62, 0.04, -0.11, 0.10, -0.07, 0.04, 0.07, -0.15, -0.09, -0.15, 0.06, 0.10, 0.06, 0.11, -0.13, -0.06, -0.10, -0.08, -0.16, 0.10, 0.06, 0.06, 0.09, 0.10, 0.05, -0.15, -0.18, -0.17, 0.04, 0.63, 0.06, 0.10, -0.66, 0.08, -0.09, -0.08, 0.06, 0.08, -0.12, 0.10, 0.02, 0.11, -0.14, -0.07, 0.07, -0.16, -0.06, 0.10, -0.06, 0.57, -0.16, -0.17, -0.09, -0.14, 0.09, 0.06, 0.11, 0.07

=====

No. 2
# C44H49BrN5O2S5SiZr

A structure of composition C44H49BrN5O2S5SiZr (the ωB97M-V functional and the def2-TZVPD basis, OMol25).

```
108
Properties=species:S:1:pos:R:3:forces:R:3
O -4.872844 3.441946 4.208309 0.0 0.0 0.0
H 4.408385 2.541037 -5.608325 0.0 0.0 0.0
C 4.849755 -2.090063 -0.126681 0.0 0.0 0.0
C 0.329853 2.098963 -1.355445 0.0 0.0 0.0
H -1.434069 -0.470550 -4.413858 0.0 0.0 0.0
C -2.044508 2.824899 -2.463001 0.0 0.0 0.0
H 4.891253 3.824371 -1.556439 0.0 0.0 0.0
C -3.228109 5.574462 -4.540323 0.0 0.0 0.0
C -4.495821 1.819698 2.580087 0.0 0.0 0.0
C -2.100788 -1.233323 3.420261 0.0 -0.1 0.0
H 1.837724 1.566641 4.124586 0.0 0.0 0.0
C -3.170646 -1.417631 -2.698417 0.0 0.0 0.0
C -3.026200 -3.648405 0.390308 0.0 0.0 0.0
C 4.736173 3.321700 -3.636836 0.0 0.0 0.0
C 4.219708 2.410974 -4.550498 0.0 0.0 0.0
C 2.140184 2.371117 1.564727 0.0 0.0 0.0
H 2.556911 4.549815 1.547973 0.0 0.0 0.0
H -0.760464 2.579781 2.505787 0.0 0.0 0.0
C 3.734634 2.051864 -1.848802 0.0 0.0 0.0
S 1.340724 -1.981994 3.918677 0.0 0.0 0.0
H 0.421225 -1.980305 6.165774 0.0 0.0 0.0
C -4.562093 5.640673 -4.924753 0.0 0.0 0.0
C -3.119652 3.455756 -5.646943 0.0 0.0 0.0
H -2.772634 6.375137 -3.973927 0.0 0.0 0.0
O 1.078454 -0.196373 1.072277 -0.1 0.1 -0.1
C 2.919371 3.548316 1.727972 0.0 0.0 0.0
C -1.734941 -3.138956 -3.782379 0.0 0.0 0.0
H -2.207904 3.870958 4.025874 0.0 0.0 0.0
H 3.061998 0.629355 -4.846819 0.0 0.0 0.0
H -0.783848 -5.282459 -1.675853 0.0 0.0 0.0
N 2.360391 0.114971 -2.341208 0.0 -0.4 0.0
H 1.099083 2.377742 1.275870 0.0 0.0 0.0
C -1.827584 2.391434 2.536826 0.0 0.0 0.0
H 4.746718 -4.230296 0.357657 0.0 0.0 0.0
Si -0.923514 -2.344601 -1.134160 0.0 0.1 0.0
H -5.163634 6.502085 -4.658545 0.0 0.0 0.0
C -3.593410 1.169438 1.778218 0.0 0.0 0.0
N -1.453043 -1.130880 2.425750 0.0 0.0 0.0
C -0.903425 -0.829689 -3.524476 0.0 0.0 0.0
N -2.287847 1.426989 1.726158 0.0 0.0 0.0
C 3.242754 -1.186435 1.299557 0.0 0.0 0.0
C 4.404872 -3.216499 0.491281 0.0 0.0 0.0
H -4.439841 4.099808 4.766514 0.0 0.0 0.0
H -3.818153 -2.139426 -2.195382 0.0 0.0 0.0
C 3.211675 1.138233 -2.766266 0.0 0.0 0.1
H -3.375117 -4.562280 0.882755 0.0 0.0 0.0
C -3.999359 2.818491 3.416380 0.0 0.0 0.0
H -3.602248 -1.225388 -3.687136 0.0 0.0 0.0
H -2.457633 -3.894648 -3.481340 0.0 0.0 0.0
S 4.443816 1.584385 2.298819 0.0 0.0 0.0
H 1.256554 1.791429 -0.899281 0.0 0.0 0.0
H -3.014299 3.081349 -2.863116 0.0 0.0 0.0
C 1.822395 -0.436959 3.324392 0.0 0.0 0.0
C -1.633959 -3.879845 -0.204610 0.0 0.0 0.0
C -0.659983 -4.179772 0.946818 0.0 0.0 0.0
H 5.632726 -2.079315 -0.870205 0.0 0.0 0.0
C -2.633878 3.108306 3.387859 0.0 0.0 0.0
H -3.764974 -3.393734 -0.374096 0.0 0.0 0.0
C -0.862525 3.293263 -3.046502 0.0 0.0 0.0
H 0.784527 0.614838 6.329793 0.0 0.0 0.0
H -4.978833 2.863277 -6.545648 0.0 0.0 0.0
C 3.465019 1.330599 -4.124837 0.0 0.0 0.0
H -5.544550 1.563392 2.586141 0.0 0.0 0.0
H -0.752856 -3.613898 -3.840980 0.0 0.0 0.0
H -3.209348 -0.477634 -2.143029 0.0 0.0 0.0
C 1.022694 0.013394 5.465125 0.0 0.0 0.0
H -2.575096 2.576311 -5.963404 0.0 0.0 0.0
H -2.532367 -5.066891 -1.806160 0.0 0.0 0.0
C 0.867246 -2.827268 -1.567540 0.0 -0.1 0.0
H 1.596041 -2.488360 -0.831809 0.1 0.0 0.1
H -3.017264 -2.859350 1.142800 0.0 0.0 0.0
H 0.956574 -3.914496 -1.634268 0.0 0.0 0.0
C -1.700321 -5.121130 -1.104528 0.0 0.0 0.0
C 4.184415 -0.927472 0.340474 0.0 0.0 -0.1
H 5.326920 4.161802 -3.974771 0.0 0.0 0.0
Zr -0.784263 -0.182098 0.695706 0.2 0.0 0.0
H -1.048020 -5.010501 1.545848 0.0 0.0 0.0
H -0.533467 -3.326104 1.618852 0.0 0.0 0.0
H 2.517693 -0.247173 -1.409391 0.1 0.1 0.1
H 4.410935 0.062556 -0.027289 0.0 0.0 0.0
Br -4.142832 -0.229473 0.637427 0.0 0.0 0.0
H -2.002988 -2.815722 -4.794478 0.0 0.0 0.0
C 0.345055 2.927970 -2.451482 0.0 0.0 0.0
H -0.706899 0.030160 -2.881672 0.0 0.0 0.0
S -2.982209 -1.369783 4.720008 0.0 0.0 0.0
C 4.491155 3.130722 -2.285468 0.0 0.0 0.0
C 2.833996 1.225328 1.821015 0.0 0.0 0.0
H 3.550452 1.922258 -0.787060 0.0 0.0 0.0
C 2.269694 -0.181021 1.890323 -0.1 0.0 0.1
C -2.502042 4.452809 -4.906504 0.1 0.0 0.0
N -5.173417 4.686462 -5.618160 0.0 0.0 0.0
C 1.592965 0.524561 4.270656 0.0 0.0 0.0
H 2.289991 -0.665857 -2.977191 0.0 0.1 -0.1
H -1.859447 -6.009468 -0.484246 0.0 0.0 0.0
H 0.326069 -4.471305 0.581443 0.0 0.0 0.0
N -0.801370 1.621613 -0.803523 -0.1 -0.1 0.0
C 0.826568 -1.330447 5.407034 0.0 0.0 0.0
S 3.196961 -2.875200 1.644927 0.0 0.0 -0.1
C -1.734699 -1.926701 -2.841067 0.0 0.0 0.0
H 4.994854 3.955431 2.316479 0.0 0.0 0.0
H 1.297599 3.255062 -2.849649 0.0 0.0 0.0
C -1.964881 2.009095 -1.363061 0.0 0.0 0.0
H 0.062876 -1.208493 -3.860329 0.0 0.0 0.0
H 1.153441 -2.431968 -2.542957 0.0 0.0 0.0
H -2.873354 1.633062 -0.912039 0.0 0.0 0.0
S -0.784615 4.310943 -4.461335 0.0 0.0 0.0
C 4.188043 3.265056 2.129751 0.0 0.0 0.0
C -4.458978 3.621222 -5.971306 0.0 0.0 0.0
```
Positions in Å, forces in eV/Å.

Results
Energy above the lowest of the compared OMol25 structures with the same formula, charge and spin = 53.47 kJ/mol
Charge = +1
Calculated total energy = -191343.918 eV
Highest occupied orbital energy = -10.255 eV
Largest force on an atom = 0.39 eV/Å

Löwdin population analysis, charges in e, atoms 1 to 99: 0.12, 0.11, -0.15, -0.13, 0.09, -0.03, 0.10, -0.07, -0.01, -0.96, 0.11, -0.12, -0.12, -0.10, -0.08, -0.16, 0.11, 0.11, -0.06, 1.01, 0.08, -0.13, -0.08, 0.11, -0.38, -0.17, -0.09, 0.13, 0.11, 0.07, 0.13, 0.08, -0.09, 0.08, 0.67, 0.11, -0.71, -0.14, -0.11, -0.11, -0.47, -0.38, 0.13, 0.07, -0.33, 0.09, -0.29, 0.09, 0.07, 1.11, 0.07, 0.11, -0.46, -0.66, -0.11, 0.11, 0.03, 0.06, -0.48, 0.11, 0.11, -0.04, 0.13, 0.08, 0.02, -0.16, 0.11, 0.07, -0.19, -0.01, 0.01, 0.03, -0.10, -0.16, 0.10, 1.53, 0.09, 0.03, 0.06, 0.08, 0.93, 0.09, -0.05, 0.04, 0.71, -0.08, -0.50, 0.08, -0.49, -0.54, 0.08, -0.11, 0.08, 0.09, 0.07, -0.08, -0.40, 1.03, -0.66